Record 1
{
  "formula": "C4H7ErO4",
  "method": "wB97M-V/def2-TZVPD",
  "de_lowest_ev": 1.817,
  "multiplicity": 4,
  "e_homo_ev": [-6.08, -6.11],
  "e_tot_ha": -1472.49462,
  "homo_lumo_gap_ev": [5.175, 5.213],
  "charge": 0,
  "elements": ["C", "O", "O", "Er", "O", "C", "C", "O", "C", "H", "H", "H", "H", "H", "H", "H"],
  "xyz": [[1.3586, 1.5307, 0.7598], [1.7709, 2.6330, 0.4275], [1.9191, 0.6158, 1.4068], [1.0433, -1.6993, 1.8756], [1.0976, -1.9900, -0.7581], [1.1689, -1.1072, -1.6236], [-0.1545, 1.0085, 0.1323], [-0.7120, -0.0567, 0.8723], [-1.9948, -0.4814, 0.4628], [0.5853, -1.1940, -2.5605], [2.0141, -0.3925, -1.5771], [-0.3841, 1.0497, -0.9432], [-0.7450, 1.8859, 0.4443], [-2.1953, -1.4268, 0.9819], [-2.7476, 0.2773, 0.7239], [-2.0244, -0.6529, -0.6248]],
  "forces_ev_per_a": [[-1.1, -0.1, -2.7], [-1.0, -1.1, 0.5], [-0.2, -2.2, 1.1], [0.3, 1.6, -0.5], [-0.5, 1.7, -0.9], [1.3, -1.9, 0.6], [0.1, 3.5, 1.7], [1.4, -1.3, -0.1], [-0.4, -0.1, -0.2], [-0.2, 0.3, 0.5], [-0.7, 0.2, 0.1], [0.7, -0.9, -0.1], [0.0, 0.1, -0.1], [-0.1, 0.3, -0.1], [0.2, -0.2, 0.0], [0.0, 0.0, 0.2]]
}

Record 2
{
  "formula": "C4H7F",
  "method": "wB97M-V/def2-TZVPD",
  "smiles": "CC(C)=CF",
  "de_lowest_ev": 0.555,
  "e_homo_ev": -8.95,
  "e_tot_ha": -256.42347,
  "homo_lumo_gap_ev": 10.007,
  "charge": 0,
  "elements": ["C", "C", "C", "C", "H", "H", "H", "H", "H", "H", "H", "F"],
  "xyz": [[-1.3823, -0.6399, -0.0292], [0.0878, -0.1892, -0.2046], [0.3625, 1.2778, -0.0435], [1.1903, -1.0141, -0.0503], [-1.7772, -0.2467, 0.9451], [-1.3996, -1.6866, -0.0267], [-1.9072, -0.2062, -0.8830], [-0.4925, 1.8139, -0.5438], [0.2729, 1.4933, 1.0241], [1.3118, 1.6755, -0.2692], [1.3743, -2.0288, 0.1352], [2.3591, -0.2492, -0.0540]],
  "forces_ev_per_a": [[1.7, 2.1, 0.1], [1.9, -2.5, 1.9], [-2.8, 0.4, 0.0], [-1.9, 4.7, -0.8], [0.2, -0.2, -1.0], [-0.4, -1.5, -0.1], [-0.5, -0.3, 0.3], [1.1, -0.1, 0.4], [-0.3, 0.0, 0.2], [0.9, 0.1, -1.0], [0.0, -1.2, -0.1], [0.0, -1.5, 0.1]]
}

Record 3
{
  "formula": "C4H7F",
  "method": "wB97M-V/def2-TZVPD",
  "smiles": "C=C(C)CF",
  "de_lowest_ev": 0.731,
  "e_homo_ev": -9.20,
  "e_tot_ha": -256.41699,
  "homo_lumo_gap_ev": 10.214,
  "charge": 0,
  "elements": ["C", "C", "C", "C", "H", "H", "H", "H", "H", "H", "H", "F"],
  "xyz": [[-1.2301, -1.3291, 0.1403], [-0.0046, -0.4628, 0.0759], [1.1154, -0.8739, -0.7023], [0.0296, 0.8197, 0.7320], [-1.3115, -2.0028, -0.7354], [-2.2267, -0.8151, 0.2299], [-1.2220, -1.9470, 1.0728], [1.1896, -1.7466, -1.3029], [1.9591, -0.2195, -0.5903], [0.9014, 0.7118, 1.4056], [-0.8396, 1.2045, 1.2432], [0.2319, 1.7657, -0.3109]],
  "forces_ev_per_a": [[-1.2, -0.6, 0.5], [1.8, -3.9, -3.7], [-3.3, 2.3, 3.5], [1.3, 1.3, -0.1], [0.2, 0.2, 0.6], [1.1, 0.1, -0.3], [0.2, 0.2, -0.7], [-0.2, -0.6, -0.3], [0.5, 0.1, -0.4], [-0.2, 1.2, -0.1], [-0.3, -0.5, 0.3], [0.4, 0.2, 0.8]]
}

Record 4
{
  "formula": "C4H7F2N",
  "method": "wB97M-V/def2-TZVPD",
  "smiles": "[H]/N=C(/C)F.C=CF",
  "de_lowest_ev": 1.025,
  "e_homo_ev": -10.02,
  "e_tot_ha": -411.03652,
  "homo_lumo_gap_ev": 10.948,
  "charge": 0,
  "elements": ["C", "C", "C", "C", "N", "F", "F", "H", "H", "H", "H", "H", "H", "H"],
  "xyz": [[0.8812, -1.7758, -0.9445], [1.7868, -2.0959, 0.1946], [-1.4539, 2.7295, 1.3038], [-1.5871, 2.1122, 0.1540], [0.6265, -0.7030, -1.5344], [0.2353, -2.9362, -1.3862], [-2.6865, 1.4214, -0.1801], [1.7899, -3.0871, 0.3764], [2.7760, -1.6910, -0.0179], [1.3999, -1.6983, 1.1820], [-2.0882, 2.5629, 2.1291], [-0.1771, -0.5771, -2.2344], [-0.6657, 3.4189, 1.5543], [-0.8371, 2.3195, -0.5966]],
  "forces_ev_per_a": [[-1.7, -0.1, -1.7], [-0.4, 3.6, 0.6], [0.1, -0.1, 0.6], [0.4, 1.4, 0.1], [-0.6, 0.7, 0.2], [0.3, 0.3, 0.5], [0.5, -0.3, -0.1], [0.4, -3.4, 0.1], [0.0, -0.1, 0.3], [0.4, 0.2, -1.3], [-1.1, -0.2, 0.6], [1.8, -1.2, 1.3], [0.5, -0.2, -0.5], [-0.4, -0.6, -0.7]]
}

Record 5
{
  "formula": "C4H7F2N3",
  "method": "wB97M-V/def2-TZVPD",
  "de_lowest_ev": 3.333,
  "e_homo_ev": [-8.20, -7.86],
  "e_tot_ha": -520.44117,
  "homo_lumo_gap_ev": [8.171, 8.127],
  "charge": 0,
  "elements": ["C", "C", "C", "C", "N", "N", "N", "F", "F", "H", "H", "H", "H", "H", "H", "H"],
  "xyz": [[-1.1804, 1.4314, 0.2802], [-1.3676, -0.0457, 0.2171], [1.6123, -1.2543, -0.1990], [0.7926, -1.0284, 0.9569], [-1.2297, -0.4331, -1.0943], [-0.5587, 0.4606, -1.7492], [-0.3640, 1.6008, -1.0101], [0.6012, -2.0867, 1.5977], [1.2506, -0.0719, 1.8764], [-2.1337, 1.8577, 0.0879], [-0.7232, 1.9358, 1.1503], [-1.7735, -0.6894, 0.9689], [1.2208, -1.9719, -0.9286], [2.5796, -1.6281, 0.1202], [1.8064, -0.4125, -0.7147], [-0.5328, 2.3356, -1.5598]],
  "forces_ev_per_a": [[1.5, 0.3, -1.1], [2.0, -0.2, 0.1], [0.8, -2.2, -0.4], [-0.7, 4.2, -0.3], [1.5, 0.3, 0.0], [-1.6, -0.5, 0.0], [0.2, -4.4, 4.2], [-1.3, -3.5, 2.4], [-0.3, -0.7, -1.2], [-1.2, 0.8, 0.0], [0.0, -0.7, -0.4], [-0.7, 0.0, 0.0], [-0.4, 0.1, 0.5], [0.3, -0.3, 0.3], [0.5, 3.1, -1.7], [-0.6, 3.7, -2.4]]
}

Record 6
{
  "formula": "C4H7FI2",
  "method": "wB97M-V/def2-TZVPD",
  "de_lowest_ev": 0.320,
  "e_homo_ev": -9.39,
  "e_tot_ha": -851.81369,
  "homo_lumo_gap_ev": 9.106,
  "charge": 0,
  "elements": ["C", "C", "C", "C", "F", "I", "I", "H", "H", "H", "H", "H", "H", "H"],
  "xyz": [[-0.5937, -1.3736, 0.3075], [1.1766, -0.0218, -0.8204], [0.2798, -0.0886, 0.3985], [-0.6911, 1.1608, 0.4433], [2.4121, -0.4880, -0.4335], [0.1077, 3.0914, 0.9950], [-1.8642, 1.2809, -1.4540], [-1.3334, -1.3960, -0.5954], [-0.9602, -1.7702, 1.2825], [0.1457, -2.1060, 0.1079], [1.4072, 1.0883, -1.1982], [0.7318, -0.5654, -1.5534], [0.7936, 0.0507, 1.4260], [-1.6117, 1.1373, 1.0944]],
  "forces_ev_per_a": [[-0.1, -0.1, -0.1], [2.0, 4.7, 2.3], [-2.4, 2.0, 1.7], [-1.6, 0.0, -0.3], [0.5, -0.8, -0.3], [0.2, -0.6, -0.3], [0.5, 0.3, 0.3], [1.2, 0.2, 2.0], [-0.5, 0.9, -0.7], [0.7, -1.1, -0.6], [-0.9, -2.2, 0.8], [-0.7, -1.8, -2.5], [-0.2, -0.8, -1.8], [1.5, -0.7, -0.3]]
}

Record 7
{
  "formula": "C4H7FINO",
  "method": "wB97M-V/def2-TZVPD",
  "de_lowest_ev": 0.727,
  "e_homo_ev": -9.24,
  "e_tot_ha": -684.11894,
  "homo_lumo_gap_ev": 9.665,
  "charge": 0,
  "elements": ["C", "C", "C", "C", "N", "O", "F", "I", "H", "H", "H", "H", "H", "H", "H"],
  "xyz": [[0.3998, -1.3913, 0.1242], [-1.5912, 1.0188, -0.4519], [0.9426, -0.2393, -0.6825], [-0.0686, 1.3565, -0.2137], [0.3913, -1.3911, 1.4887], [-0.0498, -2.3580, -0.4457], [0.3233, 1.7156, 0.9931], [2.9729, 0.2349, -0.4534], [-2.1008, 1.8400, -0.9171], [-1.9845, 0.6532, 0.5662], [-1.5675, 0.1660, -1.2864], [0.7525, -0.5953, -1.7535], [0.4485, 2.0783, -1.0299], [0.9109, -0.7855, 2.0681], [0.2206, -2.3030, 1.9937]],
  "forces_ev_per_a": [[0.6, -0.6, 0.8], [2.2, -2.3, 0.2], [-2.5, 1.9, -0.1], [1.9, -2.0, -5.1], [-0.4, -1.6, 1.2], [-0.5, -0.4, -0.9], [-0.2, 0.2, 1.2], [0.1, -0.1, 0.2], [-0.4, 0.5, 0.3], [0.1, 0.5, -1.9], [-0.3, 1.6, 2.1], [0.3, 1.1, 1.4], [-1.5, -1.4, 1.9], [0.6, 1.1, 0.1], [0.0, 1.5, -1.5]]
}

Record 8
{
  "formula": "C4H7FN2",
  "method": "wB97M-V/def2-TZVPD",
  "smiles": "CN1CN=C[C@H]1F",
  "de_lowest_ev": 1.531,
  "e_homo_ev": -9.25,
  "e_tot_ha": -365.92224,
  "homo_lumo_gap_ev": 10.273,
  "charge": 0,
  "elements": ["C", "C", "C", "C", "N", "N", "F", "H", "H", "H", "H", "H", "H", "H"],
  "xyz": [[1.8981, 0.0426, -0.1654], [0.1278, 1.3147, 0.4186], [0.6662, -0.8927, -0.0561], [-1.6827, -0.3658, -0.0835], [1.5232, 1.2422, -0.0032], [-0.3810, -0.0793, 0.3809], [0.9368, -2.0203, 0.6989], [2.8697, -0.3479, -0.4386], [0.1270, 1.7598, 1.3314], [-0.4923, 1.8531, -0.3324], [0.2651, -1.4312, -1.1512], [-2.1452, -0.8233, 0.7128], [-2.2042, 0.6281, -0.2191], [-1.5085, -0.8800, -1.0931]],
  "forces_ev_per_a": [[-2.8, -0.4, -0.1], [0.0, -2.3, -4.0], [-0.6, -1.4, -3.3], [0.6, 2.3, -2.5], [1.0, 0.3, 0.2], [2.7, 1.0, 1.1], [0.1, -0.1, 0.6], [0.2, 0.4, 0.0], [-0.4, 1.3, 2.8], [0.6, 0.3, 0.6], [1.5, 1.4, 2.4], [-1.8, -1.9, 0.9], [0.3, -1.1, -0.2], [-1.3, 0.2, 1.4]]
}

Record 9
{
  "formula": "C4H7FN2O",
  "method": "wB97M-V/def2-TZVPD",
  "smiles": "OC/C=N\\N=C\\CF",
  "de_lowest_ev": 2.881,
  "e_homo_ev": -9.36,
  "e_tot_ha": -441.14534,
  "homo_lumo_gap_ev": 9.919,
  "charge": 0,
  "elements": ["C", "C", "C", "C", "H", "H", "H", "H", "H", "H", "H", "N", "N", "O", "F"],
  "xyz": [[-2.3546, 0.5744, 0.2140], [-1.9267, -0.8247, 0.2099], [1.3877, -0.9754, -0.2031], [2.5744, -0.0498, -0.0071], [-0.6295, 1.0204, -0.4107], [-3.3495, 0.5385, -0.2948], [-2.5468, 0.8581, 1.2525], [-2.6909, -1.6251, 0.3910], [1.5132, -1.9740, -0.5896], [3.2449, -0.4619, 0.7824], [3.1457, -0.0051, -0.9407], [-0.7929, -1.3668, -0.0124], [0.2397, -0.4555, -0.0735], [-1.5461, 1.4257, -0.4549], [2.1632, 1.1836, 0.3076]],
  "forces_ev_per_a": [[-1.8, -0.5, 0.0], [-0.3, -2.7, 0.1], [0.1, 1.5, -0.4], [0.4, -1.8, -0.5], [-0.9, 0.8, 0.1], [0.4, 0.2, 0.4], [-0.1, 0.2, 0.3], [0.3, 1.0, -0.1], [0.2, -0.6, 0.5], [-0.4, 0.3, -0.4], [0.1, 0.0, 0.0], [-0.6, -0.4, -0.2], [0.8, 0.2, 0.6], [2.0, 0.8, -0.8], [-0.2, 1.2, 0.5]]
}

Copy entry 3 word for word.
{
  "formula": "C4H7F",
  "method": "wB97M-V/def2-TZVPD",
  "smiles": "C=C(C)CF",
  "de_lowest_ev": 0.731,
  "e_homo_ev": -9.20,
  "e_tot_ha": -256.41699,
  "homo_lumo_gap_ev": 10.214,
  "charge": 0,
  "elements": ["C", "C", "C", "C", "H", "H", "H", "H", "H", "H", "H", "F"],
  "xyz": [[-1.2301, -1.3291, 0.1403], [-0.0046, -0.4628, 0.0759], [1.1154, -0.8739, -0.7023], [0.0296, 0.8197, 0.7320], [-1.3115, -2.0028, -0.7354], [-2.2267, -0.8151, 0.2299], [-1.2220, -1.9470, 1.0728], [1.1896, -1.7466, -1.3029], [1.9591, -0.2195, -0.5903], [0.9014, 0.7118, 1.4056], [-0.8396, 1.2045, 1.2432], [0.2319, 1.7657, -0.3109]],
  "forces_ev_per_a": [[-1.2, -0.6, 0.5], [1.8, -3.9, -3.7], [-3.3, 2.3, 3.5], [1.3, 1.3, -0.1], [0.2, 0.2, 0.6], [1.1, 0.1, -0.3], [0.2, 0.2, -0.7], [-0.2, -0.6, -0.3], [0.5, 0.1, -0.4], [-0.2, 1.2, -0.1], [-0.3, -0.5, 0.3], [0.4, 0.2, 0.8]]
}